1.
6 unconnected molecules or ions with the total composition C10H32O11. Source: the OMol25 dataset; level of theory: ωB97M-V/def2-TZVPD.

Geometry as ORCA input:
```
! RIJCOSX wB97M-V def2-TZVPD def2/J DEFGRID3
* xyz 0 1
O -0.31 2.64 2.24
O -0.20 -1.44 0.24
O 0.84 2.05 -1.91
O 3.62 0.19 -1.20
O 3.11 -1.75 1.89
O -2.12 2.48 -3.90
O -0.67 1.10 0.25
O -3.98 1.03 -2.81
O 1.93 0.14 3.89
O 0.64 -4.91 0.87
O -2.99 -0.93 0.08
C 0.54 2.00 3.23
C -3.92 0.71 -1.44
C -0.04 -2.54 1.06
C 3.79 -1.09 0.84
C 0.95 0.61 2.89
C -1.20 2.83 -2.77
C -3.06 -0.55 -1.27
C 0.67 -3.62 0.27
C -0.20 1.77 -2.91
C 2.88 -0.55 -0.29
H 0.23 1.78 -3.94
H -0.27 -1.83 -0.61
H -3.35 1.58 -0.99
H 1.66 -3.47 -0.14
H 0.08 -3.84 -0.60
H 4.32 -0.45 -1.42
H 0.54 1.69 -1.08
H -0.64 0.79 -2.84
H 0.06 0.09 3.10
H 0.86 -5.63 0.22
H 2.06 0.10 0.09
H -2.95 2.16 -3.52
H -0.53 1.65 1.03
H 1.47 2.64 3.14
H -2.00 -0.39 -1.52
H 4.57 -0.41 1.14
H -1.68 2.77 -1.80
H 4.27 -1.87 0.19
H 2.41 -1.37 -0.73
H -2.78 -0.08 0.58
H 3.02 -1.12 2.64
H -4.67 0.55 -3.29
H 0.13 2.21 4.28
H 0.64 -2.09 1.82
H -0.13 3.56 2.21
H -0.74 3.77 -2.76
H -0.37 0.20 0.43
H -3.43 -1.39 -1.91
H 1.30 0.56 1.85
H -0.95 -2.94 1.44
H -4.89 0.83 -0.97
H 1.45 -0.22 4.69
*
```

Its lowest unoccupied orbital energy is 0.31 eV. Its SMILES is OCCO.OCCO.OCCO.OCCO.OCCO.O. As for the HOMO energy: -9.018 eV.

2.
A molecular structure, C10H33AlBCl2CsFMgN3O9P. Source: the OMol25 dataset; level of theory: ωB97M-V/def2-TZVPD.

Geometry as ORCA input:
```
! RIJCOSX wB97M-V def2-TZVPD def2/J DEFGRID3
* xyz -1 1
Cs -0.83 4.99 -0.89
Cl 4.94 -3.73 -0.85
Cl 6.62 -4.55 1.42
P -5.81 5.52 -3.53
Al 0.09 1.36 -1.13
Mg -5.41 -2.14 -2.17
F -4.15 0.34 -1.65
O -5.20 5.25 -2.16
O 1.29 4.29 -1.16
O -1.60 -1.87 -1.43
O -0.99 5.16 3.42
O 2.30 -3.18 2.67
O -5.80 4.28 -4.42
O -7.26 5.96 -3.35
O -4.98 6.60 -4.21
O -2.97 4.64 4.09
N -1.95 -3.65 0.43
N 2.93 2.51 -0.51
N -1.77 4.67 4.22
C -3.85 -4.01 -1.09
C -1.18 4.07 5.45
C -1.76 -1.89 -2.85
C -2.80 -1.68 -0.70
C -3.22 -3.03 -0.10
C 4.16 -1.66 2.30
C 2.93 1.51 0.56
C 6.46 -4.49 -0.34
C 3.32 -2.79 1.73
C 3.80 2.14 -1.63
B 1.56 2.86 -0.93
H -1.91 -2.92 -3.20
H 2.94 0.50 0.14
H 4.63 -1.96 3.23
H -4.25 -4.89 -0.57
H -2.04 -4.64 0.64
H 0.63 -0.03 -1.74
H 3.53 -0.79 2.52
H 4.94 -1.36 1.59
H -1.10 1.99 -2.01
H 1.75 -2.41 2.84
H -0.51 3.28 5.13
H 7.29 -3.91 -0.75
H -3.14 -4.36 -1.84
H -0.44 1.05 0.38
H -4.70 -3.53 -1.62
H 2.84 -2.48 0.80
H 3.24 2.03 -2.56
H 3.85 1.66 1.14
H -0.85 -1.51 -3.29
H -2.56 -1.00 0.12
H -1.99 3.68 6.05
H -0.64 4.85 5.97
H 6.49 -5.50 -0.73
H 4.33 1.21 -1.43
H 1.20 4.64 -0.25
H 3.93 -3.66 1.54
H 2.07 1.63 1.22
H 4.58 2.90 -1.72
H -3.89 -2.88 0.75
H -1.61 -3.15 1.26
H -3.60 -1.18 -1.30
H -1.24 -3.51 -0.31
H -2.60 -1.26 -3.16
*
```

Its lowest unoccupied orbital energy is 0.45 eV. As for the HOMO energy: -3.168 eV.